Computed, not measured: C4H10O4S2 in the gas phase in a non-equilibrium geometry, with ωB97M-V/def2-TZVPD.

Geometry (Å):
O1 1.8743 -1.9029 0.4991
C1 1.5753 -0.5763 0.7908
C2 1.0482 0.1426 -0.4218
O2 1.4066 -0.2481 -1.7263
S1 1.2883 1.9552 -0.3627
C3 -0.7722 -0.0109 -0.3053
O3 -1.1187 0.4550 -1.6511
S2 -1.1566 -1.7286 0.0170
C4 -1.4201 0.8825 0.7510
O4 -2.8003 1.1088 0.6504
H1 1.9735 -2.4074 1.3108
H2 0.9002 -0.5231 1.6431
H3 2.4884 -0.0696 1.2100
H4 2.1045 -0.9604 -1.6570
H5 0.4353 2.1796 -1.3524
H6 -0.4172 0.0466 -2.2411
H7 -2.2780 -1.4215 0.8409
H8 -0.8093 1.9139 0.5876
H9 -1.3053 0.2875 1.6776
H10 -3.0166 0.8772 -0.2607

Atoms 1-6, force components in eV/Å:
O 0.28 -0.73 -0.80
C 1.98 0.88 1.39
C -3.86 1.25 0.31
O 1.09 -1.78 1.12
S 1.25 -0.23 0.61
C 2.22 0.61 -2.58

Values from the calculation:
gap between HOMO and LUMO: 9.41 eV
SMILES string: OC[C@](O)(S)[C@@](O)(S)CO

Atom-resolved charges from Löwdin, all expressed in e: atom 1 (O): -0.0760, atom 2 (C): -0.3146, atom 3 (C): -0.7026, atom 4 (O): -0.0767, atom 5 (S): 0.8513, atom 6 (C): -0.7494, atom 7 (O): -0.1271, atom 8 (S): 0.8434, atom 9 (C): -0.3232, atom 10 (O): -0.0553, atom 11 (H): 0.1055, atom 12 (H): 0.1115, atom 13 (H): 0.1303, atom 14 (H): 0.1449, atom 15 (H): -0.0994, atom 16 (H): 0.1002, atom 17 (H): -0.0551, atom 18 (H): 0.0990, atom 19 (H): 0.1059, atom 20 (H): 0.0875

***

Computed, not measured: 2 unconnected molecules or ions with the total composition C4H10O5 in a non-equilibrium geometry, with ωB97M-V/def2-TZVPD.

Geometry (Å):
C1 -1.3238 0.7583 1.1559
C2 -1.3798 -0.1840 -0.0319
O1 -1.4088 0.4261 -1.2598
C3 -0.1253 -1.3169 0.0436
O2 0.9781 -0.9746 0.8657
O3 0.2634 -1.7388 -1.2204
H1 -2.2450 1.3480 1.1810
H2 -1.2423 0.1941 2.0836
H3 -0.4740 1.4343 1.0741
H4 -2.2678 -0.8234 0.0159
H5 -0.5671 0.9848 -1.4230
H6 -0.6226 -2.1684 0.5342
H7 1.5479 -1.7524 0.9097
H8 -0.0943 -1.1020 -1.8643
O4 1.0236 1.2044 -1.7615
C4 1.7090 0.9019 -0.8136
O5 1.6346 1.5668 0.3357
H9 2.4953 0.1339 -0.8737
H10 2.0988 1.1077 1.0486

Atoms 1-6, force components in eV/Å:
C -0.32 0.04 -0.17
C 2.12 -1.57 0.86
O 1.14 1.26 -1.23
C -2.53 -0.20 0.44
O 0.09 0.36 -0.17
O 0.03 0.43 -0.08

Values from the calculation:
gap between HOMO and LUMO: 10.18 eV
SMILES string: C[C@@H](O)C(O)O.O=CO

Atom-resolved charges from Löwdin, all expressed in e: atom 1 (C): -0.0379, atom 2 (C): -0.3595, atom 3 (O): -0.0524, atom 4 (C): -0.3783, atom 5 (O): -0.0377, atom 6 (O): 0.0062, atom 7 (H): 0.0862, atom 8 (H): 0.0849, atom 9 (H): 0.0631, atom 10 (H): 0.1407, atom 11 (H): 0.0839, atom 12 (H): 0.1387, atom 13 (H): 0.1114, atom 14 (H): 0.0919, atom 15 (O): 0.0638, atom 16 (C): -0.3656, atom 17 (O): 0.0850, atom 18 (H): 0.1536, atom 19 (H): 0.1220

***

Computed, not measured: a molecular structure, C4H10O6PS in a non-equilibrium geometry, with ωB97M-V/def2-TZVPD.

Geometry (Å):
C1 -1.5150 0.8743 2.6999
C2 -0.0404 -2.4795 -0.6743
C3 -0.8191 1.2417 1.3524
C4 0.2456 -1.6556 -1.9424
O1 -1.4940 1.8021 -1.6750
O2 0.8835 1.0897 -0.8870
O3 3.3167 2.2351 0.4304
O4 3.7222 0.3932 -1.1500
O5 -1.1121 0.1617 0.4617
O6 -0.6368 -0.5610 -2.0379
P1 -0.6210 0.7463 -1.1318
S1 3.0017 1.6401 -0.8747
H1 -2.5961 0.9830 2.5321
H2 -1.3987 -0.1571 2.9258
H3 -1.1017 1.5359 3.5179
H4 0.0856 -1.6634 0.1461
H5 -1.0641 -2.9365 -0.7814
H6 0.8735 -3.2242 -0.6441
H7 0.2469 1.2449 1.4242
H8 -1.1492 2.2493 1.0643
H9 -0.0029 -2.2270 -2.7787
H10 1.1754 -1.2930 -1.9777

Atoms 1-6, force components in eV/Å:
C 0.33 1.73 -0.73
C 2.09 0.81 0.07
C -0.71 -1.03 1.76
C -3.55 -0.87 1.75
O -0.26 -0.54 0.28
O -1.90 -0.67 -0.12

Values from the calculation:
gap between HOMO and LUMO: 9.61 eV
total charge: -1

Atom-resolved charges from Löwdin, all expressed in e: atom 1 (C): -0.0822, atom 2 (C): -0.0758, atom 3 (C): -0.3319, atom 4 (C): -0.2986, atom 5 (O): -0.2930, atom 6 (O): -0.4847, atom 7 (O): -0.4815, atom 8 (O): -0.4850, atom 9 (O): -0.2647, atom 10 (O): -0.2043, atom 11 (P): 0.3559, atom 12 (S): 0.8328, atom 13 (H): 0.0660, atom 14 (H): 0.0432, atom 15 (H): 0.0830, atom 16 (H): 0.0875, atom 17 (H): 0.0832, atom 18 (H): 0.1027, atom 19 (H): 0.0845, atom 20 (H): 0.1111, atom 21 (H): 0.0920, atom 22 (H): 0.0595

***

Computed, not measured: C4H10OSSi in the gas phase in a non-equilibrium geometry, with ωB97M-V/def2-TZVPD.

Geometry (Å):
C1 1.3974 0.3606 0.1717
C2 1.9410 -1.0339 0.0733
C3 -3.4145 1.2809 -0.3025
C4 2.4391 1.3077 0.7491
O1 -2.6391 -1.3655 0.1648
Si1 -2.3412 0.0944 0.8311
S1 -0.1219 0.7934 -0.0982
H1 2.2993 -1.2043 -0.9496
H2 2.8134 -1.0374 0.7510
H3 1.1876 -1.8347 0.3425
H4 -3.6063 2.2284 0.2512
H5 -2.9254 1.5628 -1.1971
H6 -4.4397 1.0056 -0.5468
H7 3.3423 0.8246 0.5925
H8 2.4108 2.3382 0.4192
H9 2.1737 1.3585 1.7964
H10 -2.0679 -1.9869 -0.0806

Atoms 1-6, force components in eV/Å:
C 0.58 -0.01 0.40
C -0.48 -0.56 0.48
C -0.53 0.55 1.78
C -2.41 0.34 -0.20
O -3.92 3.11 0.78
Si -0.41 0.83 0.22

Values from the calculation:
gap between HOMO and LUMO (alpha / beta): 6.50 / 6.50 eV

Atom-resolved charges from Löwdin, all expressed in e: atom 1 (C): -0.8163, atom 2 (C): -0.1201, atom 3 (C): -0.3061, atom 4 (C): -0.1090, atom 5 (O): -0.2650, atom 6 (Si): 0.4697, atom 7 (S): 0.7159, atom 8 (H): 0.0918, atom 9 (H): 0.0761, atom 10 (H): 0.0979, atom 11 (H): 0.0117, atom 12 (H): -0.0232, atom 13 (H): 0.0117, atom 14 (H): 0.0406, atom 15 (H): 0.0805, atom 16 (H): 0.0922, atom 17 (H): -0.0482